The following is a quantum chemistry calculation of C26H33AsF2N6OPPtS as an isolated structure, from OMol25.

Net charge: +1
DFT total energy, a.u.: -4708.51217
E_LUMO, hartree: -0.07654

Each line ends with the Mulliken charge.
Cartesian coordinates (Å):
Pt 0.463 -0.721 -0.542  0.15
As -0.397 2.381 0.485  1.53
S -1.769 -1.468 0.249  -0.62
P 1.125 -2.837 -0.479  2.04
F 2.166 0.292 -2.486  -0.33
F 2.529 1.189 -0.511  -0.24
O -0.308 1.281 -0.779  -0.72
N 1.285 -5.430 0.281  0.11
N -4.200 -1.138 -0.597  -0.45
N 0.951 -5.046 -2.110  0.12
N -1.432 -0.640 -2.801  -0.40
N 3.130 -4.606 -1.092  0.11
N -2.694 -0.887 -2.268  -0.29
C 2.403 -5.044 -2.281  -0.85
C -2.907 -1.129 -0.967  0.89
C -2.314 4.389 -0.217  -0.49
C 0.890 3.765 0.247  0.20
C -4.531 2.838 0.418  -0.91
C -4.696 4.082 -0.179  -0.52
C -3.259 2.358 0.683  0.06
C -2.150 3.140 0.369  -0.07
C 2.285 5.489 1.151  -0.72
C 0.957 0.831 2.479  -0.11
C -3.591 4.859 -0.491  -0.72
C 2.748 5.769 -0.127  -0.45
C 0.425 -3.694 -1.959  -1.08
C 2.728 -5.431 0.044  -0.92
C -0.161 1.623 2.225  0.34
C 2.289 5.042 -1.218  -0.77
C -0.903 1.326 4.491  -0.79
C 0.793 -4.152 0.778  -0.99
C 1.357 4.034 -1.034  -0.26
C 1.121 0.267 3.735  -0.90
C 2.905 -3.193 -0.807  -1.29
C 0.188 0.505 4.734  -0.53
C 0.613 -5.859 -0.945  -0.93
C 1.353 4.481 1.344  -0.46
C -1.083 1.885 3.233  -0.33
C 2.252 -0.016 -1.141  0.02
H -1.611 1.537 5.279  0.44
H -5.398 2.245 0.679  0.43
H -1.208 0.350 -2.773  0.20
H 1.011 3.439 -1.870  0.43
H 1.290 -3.897 1.718  0.43
H -1.379 -1.016 -3.738  0.28
H 2.664 -4.397 -3.120  0.39
H -0.280 -4.209 0.973  0.36
H -0.467 -5.833 -0.789  0.39
H -0.663 -3.738 -1.861  0.33
H 1.723 0.705 1.726  0.41
H 3.503 -2.901 0.061  0.37
H -1.935 2.525 3.046  0.47
H 3.033 -6.460 -0.153  0.31
H -3.722 5.831 -0.947  0.42
H -1.450 5.000 -0.451  0.42
H 3.153 -0.622 -1.019  0.52
H 3.223 -2.580 -1.654  0.56
H 0.913 -6.889 -1.146  0.29
H -3.126 1.383 1.140  0.50
H -4.950 -1.063 -1.263  0.19
H 2.669 5.251 -2.208  0.41
H -3.493 -0.545 -2.789  0.23
H 0.997 4.253 2.342  0.43
H -5.690 4.448 -0.396  0.40
H 3.478 6.553 -0.273  0.40
H -4.424 -1.427 0.340  0.22
H 3.239 -5.082 0.944  0.39
H 0.317 0.058 5.710  0.42
H 0.658 -3.091 -2.840  0.37
H 1.989 -0.345 3.937  0.45
H 2.659 6.048 1.998  0.41
H 2.718 -6.063 -2.515  0.29


The following is a quantum chemistry calculation of C2H4N6O2 as an isolated structure in a non-equilibrium geometry, from OMol25.

Net charge: 0
DFT total energy, a.u.: -557.38181
E_LUMO, hartree: -0.02259

Each line ends with the Mulliken charge.
Cartesian coordinates (Å):
O 2.198 1.417 0.532  -0.62
O 1.912 0.608 -1.415  -0.70
N -0.345 -0.610 -2.401  -0.60
N -0.614 -0.760 -1.075  0.66
N -1.668 -1.078 -0.466  -0.46
N 1.543 0.805 -0.293  0.95
N -1.621 -0.844 0.807  -0.37
N -0.376 0.226 2.446  -0.40
C -0.487 -0.140 1.160  0.40
C 0.319 0.289 0.111  0.07
H 0.569 -0.313 -2.600  0.33
H -0.555 -0.302 3.270  0.25
H 0.309 0.876 2.808  0.22
H -1.184 -0.173 -2.886  0.26


The following is a quantum chemistry calculation of C36H44IrN4 as an isolated structure, from OMol25.

Net charge: +1
DFT total energy, a.u.: -1721.42202
E_LUMO (spin up / spin down), hartree: -0.19269 / -0.19273

Each line ends with the Mulliken charge.
Cartesian coordinates (Å):
Ir 0.008 -0.034 -0.039  1.19
N -2.047 -0.056 -0.053  -0.69
N 2.063 -0.048 -0.031  -0.69
N 0.011 -1.969 -0.003  -0.68
N 0.004 1.903 -0.063  -0.90
C -1.111 2.758 -0.061  -0.48
C -1.934 5.673 -1.567  -1.08
C -1.104 -2.831 0.005  0.24
C -5.452 1.539 -0.130  -1.16
C 2.466 2.340 -0.080  -0.62
C 1.579 5.294 -0.075  -1.28
C 5.663 -2.278 -1.407  -0.93
C -4.253 -0.731 -0.057  0.60
C 1.128 -2.827 0.035  0.22
C 4.270 -0.716 -0.010  0.69
C -1.588 5.285 -0.125  -1.29
C 5.417 -1.676 -0.020  -1.29
C -4.275 0.621 -0.069  0.86
C -1.585 -5.382 -0.001  -1.05
C -2.458 2.332 -0.060  -0.68
C 2.423 -2.438 0.042  -0.80
C 5.755 2.021 -1.543  -1.04
C 5.462 1.556 -0.112  -1.19
C 0.691 -4.205 0.059  0.76
C 1.117 2.762 -0.083  -0.58
C -2.401 -2.448 -0.013  -0.86
C 4.288 0.636 -0.045  0.86
C -5.395 -1.695 -0.098  -1.25
C -2.090 -5.676 -1.418  -0.96
C 1.619 -5.375 0.057  -1.26
C -5.624 -2.270 -1.499  -0.94
C 2.870 -1.108 0.001  0.67
C -2.888 1.056 -0.065  -0.04
C -2.852 -1.117 -0.043  0.62
C -0.713 4.075 -0.075  1.68
C 1.904 5.730 1.358  -1.14
C -0.663 -4.208 0.037  0.78
C 0.713 4.078 -0.097  1.60
C 2.899 1.065 -0.056  -0.02
C 2.161 -5.682 -1.343  -0.92
C -5.728 2.039 -1.551  -0.97
H 2.517 6.631 1.357  0.39
H 1.349 -5.930 -2.027  0.25
H 2.448 -5.185 0.743  0.44
H -2.618 -4.819 -1.837  0.23
H 5.236 -2.475 0.704  0.42
H -2.432 -5.204 0.666  0.44
H -5.946 1.205 -2.219  0.25
H -5.292 2.387 0.540  0.44
H 4.782 -2.810 -1.772  0.20
H 1.066 6.105 -0.597  0.34
H 0.993 5.940 1.919  0.34
H 1.097 -6.249 0.447  0.36
H -6.301 -1.193 0.244  0.34
H 2.445 4.945 1.888  0.30
H 6.316 -1.162 0.320  0.34
H -1.031 5.873 -2.146  0.34
H 3.213 3.122 -0.093  0.29
H -3.150 -3.226 0.000  0.39
H -3.209 3.111 -0.058  0.32
H -1.260 -5.911 -2.084  0.25
H -6.453 -2.978 -1.499  0.38
H 5.289 2.422 0.532  0.42
H -6.332 1.017 0.250  0.39
H 4.895 2.533 -1.976  0.30
H -5.855 -1.476 -2.209  0.26
H -2.475 4.868 -2.066  0.27
H -4.865 2.569 -1.958  0.23
H -1.076 6.115 0.365  0.33
H -5.217 -2.507 0.611  0.43
H 3.175 -3.214 0.072  0.39
H 6.604 2.704 -1.561  0.38
H -2.501 5.112 0.447  0.49
H 6.496 -2.980 -1.384  0.38
H 5.990 1.171 -2.184  0.26
H 6.338 1.049 0.294  0.39
H -6.581 2.717 -1.564  0.38
H 2.500 5.111 -0.630  0.49
H -2.554 6.568 -1.586  0.39
H 2.694 -4.826 -1.759  0.21
H -4.736 -2.789 -1.865  0.21
H 2.848 -6.528 -1.312  0.38
H -2.772 -6.526 -1.413  0.39
H 5.896 -1.497 -2.131  0.25
H -1.067 -6.257 0.393  0.39


The following is a quantum chemistry calculation of a 2-piece molecular cluster, C3H9NO2 overall in a non-equilibrium geometry, from OMol25.

Net charge: +1
DFT total energy, a.u.: -324.57440
Spin multiplicity: 2
E_LUMO (spin up / spin down), hartree: -0.18056 / -0.34387

Each line ends with the Mulliken charge.
Cartesian coordinates (Å):
O -2.702 -0.267 -0.076  -0.12
O 1.203 -1.739 1.028  -0.49
N -1.256 0.261 -1.650  -0.32
C 2.121 -0.998 0.218  -0.50
C -1.687 0.391 -0.393  0.83
C -0.928 1.149 0.616  -0.76
H 1.231 -1.365 1.917  0.31
H -0.988 2.238 0.515  0.37
H -0.956 1.034 -2.157  0.28
H -1.837 -0.300 -2.270  0.29
H 1.949 0.083 0.347  0.13
H 1.864 -1.299 -0.791  0.25
H 0.136 0.940 0.617  0.07
H -1.328 0.959 1.609  0.35
H 3.177 -1.088 0.470  0.31